# 1
A molecular structure, C18H17N5S2SbSe4W in a non-equilibrium geometry. Source: the OMol25 dataset; level of theory: wB97M-V/def2-TZVPD.

```
48
Properties=species:S:1:pos:R:3:forces:R:3
W 1.407 0.912 0.607 1.8 -0.6 -2.2
N -0.832 3.286 -2.517 0.3 -0.1 -0.1
C 0.065 2.818 -1.653 -0.1 0.1 -0.1
N 0.097 1.590 -1.234 0.1 0.0 0.7
C -0.939 0.740 -1.554 -0.6 0.0 -0.6
N -1.178 -0.361 -0.928 0.5 0.0 0.5
N -0.337 -0.481 0.171 -0.2 -0.3 -0.1
C -0.543 -1.482 0.941 0.5 0.2 0.7
C 0.104 -1.414 2.280 -0.6 -0.2 -1.4
C -0.150 -2.338 3.274 0.1 0.0 0.6
C 0.287 -2.043 4.560 -0.2 -0.2 -0.4
C 0.950 -0.848 4.783 0.1 0.3 0.0
C 1.218 -0.005 3.714 -0.1 -0.5 0.3
N 0.820 -0.308 2.484 0.1 0.2 -0.2
C -1.862 1.148 -2.626 0.2 -0.2 0.2
C -2.843 0.298 -3.147 0.1 -0.1 0.1
C -3.746 0.763 -4.072 0.0 0.3 -0.1
C -3.696 2.104 -4.482 -0.1 -0.2 0.0
C -2.744 2.955 -3.978 0.2 0.0 0.1
C -1.816 2.465 -3.053 -0.1 0.2 -0.1
H -0.907 4.287 -2.608 -0.1 0.0 0.0
H 0.834 3.489 -1.274 -0.1 0.0 0.0
H -1.255 -2.261 0.683 0.0 0.1 0.1
H -0.700 -3.243 3.054 0.0 0.0 0.0
H 0.087 -2.727 5.374 0.0 0.0 0.0
H 1.263 -0.557 5.776 0.0 0.0 0.0
H 1.761 0.921 3.829 0.0 0.0 0.0
H -2.878 -0.721 -2.786 0.0 0.0 0.0
H -4.507 0.104 -4.469 0.0 0.0 0.0
H -4.422 2.478 -5.192 0.0 0.0 0.0
H -2.714 3.997 -4.273 0.0 0.0 0.0
Se -3.788 3.000 3.573 0.2 0.0 -0.2
Sb -2.250 3.873 1.915 -0.1 -0.1 -0.5
Se -0.210 2.266 1.717 -1.7 1.2 2.1
Se 2.859 2.710 0.142 -0.1 -0.4 0.1
Se -3.109 4.298 -0.335 0.0 0.0 0.3
C 2.349 -3.261 -1.255 0.0 0.1 -0.1
C 2.555 -1.976 -0.493 0.0 -0.1 0.1
S 2.061 -0.505 -1.324 0.0 -0.3 0.2
C 3.141 -1.881 0.716 -0.1 0.0 0.1
C 3.701 -3.040 1.496 0.0 0.1 0.1
S 3.412 -0.286 1.427 0.0 0.0 -0.1
H 1.383 -3.246 -1.763 0.0 0.0 0.0
H 2.381 -4.142 -0.615 0.0 0.0 0.0
H 3.114 -3.384 -2.029 0.0 0.0 0.0
H 3.581 -3.996 0.989 0.0 0.0 0.0
H 3.228 -3.108 2.480 0.0 0.0 0.0
H 4.769 -2.888 1.671 0.0 0.0 0.0
```
Forces are in eV/Å.

Properties
charge	-1
<S²>	2.034
2S+1	3
Kohn-Sham gap (alpha / beta)	5.340 / 4.779	eV

=====

# 2
12 unconnected molecules or ions with the total composition C32H66N2O18S6 in a non-equilibrium geometry. Source: the OMol25 dataset; level of theory: wB97M-V/def2-TZVPD.

```
124
Properties=species:S:1:pos:R:3:forces:R:3
C -3.196 -3.995 3.957 -0.1 -0.4 0.0
C -4.441 -3.156 4.306 0.9 -0.7 0.3
O -4.170 -1.901 3.687 -0.5 0.2 -0.1
C -3.016 -1.935 2.993 -0.5 -1.2 0.5
O -2.586 -1.053 2.340 0.4 0.9 -0.6
O -2.434 -3.139 3.110 0.4 0.0 0.2
H -3.383 -4.916 3.404 -0.2 0.1 0.0
H -2.631 -4.265 4.851 0.2 0.2 -0.1
H -4.470 -3.026 5.385 -0.3 0.2 0.0
H -5.349 -3.637 3.954 -0.2 0.4 -0.2
C 2.910 0.442 5.950 -0.9 -1.0 0.4
C 2.503 1.290 4.780 -0.6 0.5 0.1
O 3.766 1.644 4.202 -0.3 0.0 0.3
C 4.666 0.717 4.591 -0.7 0.3 0.0
O 5.756 0.658 4.152 1.2 -0.3 -0.4
O 4.145 -0.125 5.514 0.1 0.3 0.3
H 2.195 -0.359 6.159 0.1 -0.1 -0.3
H 2.977 0.964 6.909 0.6 0.3 -0.3
H 1.933 2.151 5.123 0.3 0.3 -0.3
H 1.906 0.780 4.026 0.1 -0.2 0.0
C 4.349 1.089 0.622 0.0 1.5 0.5
C 4.850 2.552 0.741 0.8 -0.5 -0.9
O 5.985 2.556 -0.163 0.0 0.0 0.2
C 6.130 1.373 -0.780 0.2 0.2 0.2
O 6.937 1.133 -1.622 -0.2 -0.1 0.2
O 5.251 0.462 -0.280 -0.3 0.0 -0.4
H 3.335 1.185 0.237 0.0 -0.9 -0.1
H 4.424 0.600 1.584 -0.3 -0.3 0.0
H 5.181 2.809 1.744 0.0 0.1 -0.1
H 4.171 3.286 0.312 -0.2 -0.1 0.4
C 1.731 7.375 0.576 0.0 -0.3 -1.0
C 0.960 6.081 0.871 0.1 0.9 -0.5
O -0.403 6.547 0.787 0.1 -0.5 -0.2
C -0.442 7.891 0.754 0.3 0.0 0.9
O -1.424 8.548 0.728 -0.6 0.2 -0.2
O 0.797 8.409 0.875 0.4 0.0 0.2
H 1.907 7.460 -0.502 0.2 -0.2 0.1
H 2.694 7.474 1.067 -0.3 0.3 0.4
H 1.165 5.649 1.846 -0.2 -0.1 0.0
H 1.145 5.386 0.057 -0.1 -0.4 0.2
C -0.799 -0.053 -1.166 0.2 0.7 1.0
C 0.097 0.823 -0.293 0.8 0.2 0.1
C -0.416 0.913 1.148 -0.4 -0.3 -0.5
C 0.237 1.974 1.906 0.0 1.0 0.7
N 0.696 2.858 2.500 -0.3 -1.0 -0.7
H -1.776 0.438 -1.165 -0.1 -0.2 -0.4
H -0.907 -1.033 -0.700 0.1 -0.2 -0.3
H -0.394 -0.092 -2.172 -0.2 -0.3 -0.1
H 0.194 1.821 -0.730 -0.3 0.0 0.1
H 1.127 0.462 -0.225 -0.1 -0.2 -0.2
H -0.275 -0.038 1.661 0.2 0.0 0.0
H -1.502 1.040 1.106 0.1 0.4 0.3
C -0.989 -4.232 0.495 -0.2 0.4 -0.2
C -1.121 -5.239 -0.639 0.5 -0.3 0.7
C -2.298 -6.196 -0.454 -0.9 0.0 -0.4
C -2.445 -6.702 0.910 0.3 -0.1 0.7
N -2.510 -7.083 1.997 -0.1 0.3 -0.5
H -1.906 -3.648 0.616 0.0 -0.1 0.0
H -0.212 -3.505 0.252 0.1 -0.1 0.1
H -0.774 -4.701 1.454 0.0 0.0 0.0
H -0.234 -5.877 -0.629 0.2 0.2 -0.3
H -1.166 -4.683 -1.573 -0.2 -0.4 -0.2
H -2.258 -7.075 -1.103 0.2 0.1 -0.1
H -3.253 -5.718 -0.704 0.1 0.1 0.0
C -4.813 1.284 1.868 0.4 -0.2 0.3
S -5.399 1.564 0.176 -0.1 0.5 0.4
O -6.816 2.008 0.326 0.1 -0.1 -0.3
C -4.388 3.036 -0.137 0.0 -0.3 0.4
H -4.767 0.215 2.058 -0.1 0.0 0.0
H -5.492 1.753 2.580 -0.3 0.1 -0.3
H -3.824 1.706 2.053 0.1 -0.1 -0.3
H -4.780 3.563 -1.000 0.0 0.0 -0.1
H -3.368 2.695 -0.321 0.0 0.1 -0.2
H -4.409 3.678 0.742 -0.1 0.1 0.0
C 3.154 1.564 -4.624 -1.4 -0.3 -1.5
S 2.549 2.268 -3.092 0.3 0.5 0.0
O 3.176 3.623 -3.015 -0.1 -0.1 0.3
C 0.834 2.601 -3.577 0.2 0.0 -0.3
H 2.750 2.159 -5.452 0.3 0.5 0.2
H 2.684 0.599 -4.844 0.3 -0.2 0.6
H 4.227 1.474 -4.750 0.1 0.1 0.6
H 0.266 1.702 -3.815 0.2 -0.1 0.0
H 0.871 3.274 -4.434 0.0 -0.1 -0.1
H 0.327 3.121 -2.768 0.1 -0.1 0.2
C -4.605 2.222 -3.900 -1.0 -0.8 0.5
S -2.824 2.227 -4.147 0.1 1.5 -0.2
O -2.260 2.560 -2.798 0.1 -0.7 -0.1
C -2.487 0.523 -4.608 0.3 -0.6 0.2
H -5.181 2.754 -4.654 0.3 -0.2 -0.4
H -4.874 2.703 -2.961 0.6 0.2 0.1
H -4.983 1.206 -3.761 0.0 0.0 -0.3
H -2.089 -0.057 -3.774 -0.3 0.1 0.2
H -1.702 0.487 -5.364 -0.1 0.4 -0.1
H -3.356 0.009 -5.014 -0.1 0.2 0.0
C 1.889 -2.985 3.259 -1.5 0.3 0.1
S 2.326 -2.253 1.658 0.8 -0.1 -0.1
O 1.968 -0.799 1.704 0.3 -0.5 0.4
C 4.128 -2.446 1.842 -0.5 0.1 -0.4
H 0.898 -3.404 3.055 0.1 -0.2 0.2
H 1.676 -2.175 3.959 0.4 0.2 0.0
H 2.508 -3.742 3.731 0.4 0.0 -0.4
H 4.307 -3.521 1.853 0.1 0.0 0.2
H 4.434 -1.951 2.754 0.2 0.0 0.2
H 4.637 -2.026 0.975 -0.1 0.2 0.0
C -4.444 -2.668 -4.167 0.3 0.5 -0.1
S -3.254 -2.989 -2.847 0.4 -0.4 0.2
O -2.031 -2.182 -3.164 -0.4 -0.3 0.1
C -4.049 -2.117 -1.480 -0.2 0.2 -0.3
H -3.868 -2.745 -5.089 0.1 -0.2 0.1
H -4.786 -1.634 -4.104 -0.2 -0.1 0.1
H -5.256 -3.389 -4.183 -0.1 0.0 0.2
H -4.104 -1.080 -1.814 -0.1 0.1 0.3
H -3.438 -2.209 -0.584 0.3 0.1 -0.2
H -5.039 -2.500 -1.229 -0.1 -0.1 -0.3
C 2.848 -1.232 -2.231 0.6 0.8 -0.2
S 3.679 -2.399 -3.322 -0.1 -0.3 -0.3
O 4.188 -1.646 -4.503 -0.2 0.1 0.2
C 5.083 -2.690 -2.253 0.7 -0.2 0.7
H 1.977 -0.797 -2.719 -0.3 -0.5 0.0
H 3.518 -0.378 -2.096 0.2 -0.2 0.2
H 2.630 -1.694 -1.271 -0.2 -0.1 0.0
H 5.891 -3.191 -2.786 -0.2 0.1 -0.5
H 4.838 -3.377 -1.438 -0.4 0.2 0.0
H 5.485 -1.760 -1.845 -0.1 0.1 -0.1
```
Forces are in eV/Å.

Properties
Kohn-Sham gap	8.458	eV

=====

# 3
A single C4H6O2 molecule. Source: the OMol25 dataset; level of theory: wB97M-V/def2-TZVPD.

```
12
Properties=species:S:1:pos:R:3:forces:R:3
O 1.034 -0.836 -1.805 0.0 0.1 0.1
C 1.544 -0.139 -0.828 -0.4 0.0 0.0
C 0.498 0.535 0.036 0.2 0.1 0.0
C -1.020 0.436 -0.212 -0.1 0.2 -0.3
O -1.182 -0.537 0.821 -0.1 -0.1 0.0
C 0.180 -0.383 1.244 0.3 -0.1 0.3
H 0.052 -0.799 -1.870 0.1 0.1 0.0
H 0.714 -1.340 1.270 -0.1 0.1 0.0
H 0.862 1.527 0.312 0.0 -0.2 -0.1
H -1.559 1.368 -0.004 0.1 -0.1 0.0
H -1.381 0.061 -1.185 0.0 0.1 0.1
H 0.259 0.106 2.221 0.0 -0.1 -0.1
```
Forces are in eV/Å.

Properties
Kohn-Sham gap	9.463	eV

=====

# 4
3 unconnected molecules or ions with the total composition C4H12N2O2 in a non-equilibrium geometry. Source: the OMol25 dataset; level of theory: wB97M-V/def2-TZVPD.

```
20
Properties=species:S:1:pos:R:3:forces:R:3
C -0.732 1.552 -0.527 1.7 2.0 1.3
C -1.957 1.018 -0.115 -1.2 -0.4 -1.5
C -2.295 -0.260 0.097 -1.0 -1.0 -0.1
O 0.176 -1.199 2.370 0.4 -0.2 0.3
N 0.481 1.046 -0.632 -1.3 -1.8 -1.1
C 0.547 -0.172 -1.430 0.1 -0.8 0.6
N 1.920 -0.595 -1.471 0.0 0.0 1.1
H 0.969 -0.707 1.948 -0.5 -0.3 -0.2
H -0.642 2.611 -0.303 -0.4 0.2 0.3
H -2.717 1.758 0.095 0.3 0.3 1.0
H -2.186 -1.107 -0.568 1.1 0.0 0.2
H -2.931 -0.478 0.950 -0.4 0.2 -0.2
H 0.963 0.833 0.327 1.8 0.8 0.0
H -0.101 -0.956 -0.962 -0.1 0.2 0.1
H 0.134 0.006 -2.424 0.1 0.3 0.0
H 2.177 -0.673 -0.429 0.2 0.3 -1.1
H 1.893 -1.539 -1.798 0.3 -0.7 -0.5
H 2.798 -0.199 1.805 -0.5 0.5 -0.5
H -0.616 -0.883 1.950 -0.3 0.3 -0.2
O 2.120 -0.057 1.118 -0.2 0.0 0.4
```
Forces are in eV/Å.

Properties
Kohn-Sham gap	5.916	eV

=====

no.,E (hartree)
1,-11679.4813
2,-5111.6738
3,-306.3492
4,-419.4028